# 1
One molecule with the formula C4H7NO2. Source: the OMol25 dataset; level of theory: ωB97M-V/def2-TZVPD.

Last columns: bonded neighbours and bond lengths (Å).
CARTESIAN COORDINATES (ANGSTROEM)
1 O -1.2335 2.4344 0.8554  O2 1.425, H8 0.970
2 O -0.2566 2.0438 -0.1062  O1 1.425, C3 1.359
3 C -0.0755 0.6989 -0.0337  O2 1.359, C4 1.328, C7 1.512
4 C -0.5574 -0.2101 0.8056  C3 1.328, C5 1.511, H9 1.082
5 C -0.0130 -1.5636 0.4129  C4 1.511, N6 1.479, H10 1.100, H11 1.097
6 N 0.6793 -1.3535 -0.8775  C5 1.479, C7 1.468, H12 1.013
7 C 0.8644 0.0926 -1.0506  C3 1.512, N6 1.468, H13 1.096, H14 1.099
8 H -0.7048 3.0282 1.4108  O1 0.970
9 H -1.2042 -0.0187 1.6511  C4 1.082
10 H 0.6893 -1.9513 1.1649  C5 1.100
11 H -0.8011 -2.3180 0.2981  C5 1.097
12 H 0.0694 -1.6811 -1.6170  N6 1.013
13 H 0.6428 0.4079 -2.0765  C7 1.096
14 H 1.9010 0.3906 -0.8373  C7 1.099

Output
DFT total energy, hartree: -361.7201
Total charge: 0
E_LUMO, eV: 0.82
Frontier orbital gap, Eh: 0.349
SMILES string: OOC1=CCNC1

# 2
One molecule with the formula C4H3NO2S in a non-equilibrium geometry. Source: the OMol25 dataset; level of theory: ωB97M-V/def2-TZVPD.

Last columns: bonded neighbours and bond lengths (Å).
CARTESIAN COORDINATES (ANGSTROEM)
1 O -0.0180 -0.0849 -2.1475  C2 1.274
2 C -0.1677 -0.6660 -1.0234  O1 1.274, N3 1.514, C6 1.547
3 N -0.3354 -2.1183 -0.6317  C2 1.514, C4 1.359
4 C 0.1056 -2.0327 0.6511  N3 1.359, O5 1.382, H9 1.033
5 O 0.2096 -0.8001 1.2678  C4 1.382, C6 1.340
6 C 0.0509 0.1102 0.2968  C2 1.547, O5 1.340, C7 1.372
7 C 0.0760 1.4400 0.6316  C6 1.372, S8 1.803, H10 1.104
8 S -0.4168 2.8684 -0.3517  C7 1.803, H11 1.487
9 H 0.1361 -2.8114 1.3290  C4 1.033
10 H 0.3601 1.8136 1.6313  C7 1.104
11 H -0.0002 2.2811 -1.6532  S8 1.487

Output
DFT total energy, hartree: -757.5687
Total charge: 0
E_LUMO, eV: -0.94
Frontier orbital gap, Eh: 0.297
SMILES string: O=C1N=CO/C1=C/S

# 3
One molecule with the formula C12H17NS in a non-equilibrium geometry. Source: the OMol25 dataset; level of theory: ωB97M-V/def2-TZVPD.

Last columns: bonded neighbours and bond lengths (Å).
CARTESIAN COORDINATES (ANGSTROEM)
1 C -0.0280 0.4635 1.8086  C2 1.341, H15 1.136, H16 1.026
2 C 0.2023 0.0165 0.5656  C1 1.341, N3 1.392, C11 1.520
3 N -0.7123 -0.6581 -0.2373  C2 1.392, C4 1.415, H17 1.025
4 C -2.1152 -0.5751 -0.0735  N3 1.415, C5 1.448, C9 1.418
5 C -2.9296 -1.7707 -0.0160  C4 1.448, C6 1.364, H18 1.148
6 C -4.2693 -1.5220 0.0382  C5 1.364, C7 1.393, H19 1.147
7 C -4.8986 -0.2857 0.1649  C6 1.393, C8 1.392, H20 1.114
8 C -4.0937 0.8444 0.0535  C7 1.392, C9 1.421, H21 1.058
9 C -2.7005 0.7104 -0.1933  C4 1.418, C8 1.421, S10 1.778
10 S -1.7583 2.1343 -0.6879  C9 1.778, H22 1.420
11 C 1.4828 0.3058 -0.2005  C2 1.520, C12 1.522, C13 1.566, C14 1.541
12 C 2.2588 -1.0010 -0.2806  C11 1.522, H23 1.038, H24 1.104, H25 1.104
13 C 2.4236 1.3362 0.5107  C11 1.566, H26 1.050, H27 1.124, H28 1.016
14 C 1.2232 1.0108 -1.5462  C11 1.541, H29 0.982, H30 1.025, H31 1.171
15 H 0.7938 0.9206 2.4451  C1 1.136
16 H -0.9284 0.3177 2.2789  C1 1.026
17 H -0.3166 -1.2649 -0.9622  N3 1.025
18 H -2.4438 -2.7453 0.3481  C5 1.148
19 H -4.9038 -2.4770 0.0587  C6 1.147
20 H -5.9770 -0.0285 0.2739  C7 1.114
21 H -4.6184 1.7593 0.1313  C8 1.058
22 H -0.4796 1.9470 -0.0990  S10 1.420
23 H 3.1782 -0.9448 -0.7584  C12 1.038
24 H 1.7452 -1.8814 -0.7047  C12 1.104
25 H 2.4738 -1.3000 0.7598  C12 1.104
26 H 3.2098 1.6402 -0.1158  C13 1.050
27 H 1.9222 2.3087 0.7685  C13 1.124
28 H 2.7835 0.9041 1.3567  C13 1.016
29 H 1.0400 1.9710 -1.4560  C14 0.982
30 H 0.6549 0.5496 -2.2638  C14 1.025
31 H 2.3192 0.8697 -1.9347  C14 1.171

Output
DFT total energy, hartree: -920.3025
Total charge: 0
E_LUMO, eV: 0.71
Frontier orbital gap, Eh: 0.320
SMILES string: C=C(Nc1ccccc1S)C(C)(C)C

no.,highest occupied orbital energy (hartree)
1,-0.3189
2,-0.3313
3,-0.2935